(1)
Computed, not measured: a 2-piece molecular cluster, C4H13N3 overall, with ωB97M-V/def2-TZVPD.

Geometry as XYZ:
```
20
Properties=species:S:1:pos:R:3:forces:R:3
N 1.3639 3.2709 1.4830 -0.5 -0.3 0.4
C 0.6808 2.1146 0.8596 0.7 0.0 0.4
N 0.9638 0.8143 1.4355 0.0 0.0 -0.2
H 0.7573 3.6613 2.1972 0.0 0.1 -0.1
H 2.1634 2.9132 1.9956 0.2 0.1 -0.2
H -0.3950 2.2803 0.8903 0.0 0.2 -0.2
H 1.0346 2.0745 -0.1690 -0.4 -0.1 -0.2
H 1.7213 0.3475 0.9635 0.1 -0.1 0.2
H 1.0613 0.7794 2.4391 0.0 0.1 0.0
C -0.0435 -1.5296 -2.2290 -0.1 -0.6 0.1
C -0.8999 -1.7634 -1.0180 0.0 0.1 0.1
C -1.1496 -2.9822 -0.5385 0.0 0.0 0.0
N -1.2740 -0.6001 -0.3401 -0.2 0.0 -0.2
H 0.9008 -1.0938 -1.8986 -0.1 0.2 -0.2
H -0.5220 -0.9202 -2.9946 0.0 0.3 0.1
H 0.1834 -2.4947 -2.6787 0.0 0.0 -0.1
H -1.6494 -3.1123 0.4112 -0.2 0.0 0.0
H -0.8549 -3.8668 -1.0804 0.2 0.0 0.1
H -1.6201 0.1395 -0.9352 0.2 0.0 0.0
H -1.9186 -0.7640 0.4184 0.0 0.0 0.0
```
Positions in Å, forces in eV/Å.

Calculated values
SMILES string: C=C(C)N.NCN
Net charge: 0
Relative energy (zero: lowest compared OMol25 entry of this formula, charge and spin): 25.37 kcal per mole
Kohn-Sham gap: 8.97 eV
LUMO energy: 0.98 eV
HOMO level: -8.0 eV


(2)
Computed, not measured: C4H13N3 in the gas phase at a distorted geometry, with ωB97M-V/def2-TZVPD.

Geometry as XYZ:
```
20
Properties=species:S:1:pos:R:3:forces:R:3
C -0.8321 -1.2367 0.2901 -0.9 0.4 -0.3
N -1.1452 0.1486 0.7162 1.2 0.2 0.2
C -1.4205 1.0689 -0.3631 0.6 -0.7 -1.5
C -0.1686 1.6634 -1.1046 -0.1 0.2 1.4
N 1.0549 1.6540 -0.2483 -0.8 0.3 -0.5
C 0.5540 -1.6971 -0.1559 0.0 -0.1 0.3
N 1.5578 -1.5779 0.9464 -0.2 -0.4 -2.6
H -1.5469 -1.4949 -0.5049 0.0 -0.1 0.3
H -1.0635 -1.8111 1.1788 -0.1 -0.6 0.1
H -0.2753 0.4748 1.1446 -0.3 0.3 0.3
H -2.0257 1.9551 -0.1618 -0.4 -0.5 0.9
H -1.9503 0.4234 -1.0770 -0.3 0.7 -0.2
H 0.0058 1.1173 -2.0286 0.1 0.3 -0.2
H -0.4332 2.7151 -1.2245 0.1 -0.1 -0.9
H 1.7862 1.2549 -0.8064 0.6 -0.2 0.2
H 1.3079 2.6204 -0.0521 0.1 -0.4 0.0
H 0.8998 -1.3183 -1.1191 0.1 0.9 0.2
H 0.4053 -2.7486 -0.4454 0.0 -0.1 0.5
H 1.8803 -2.5248 1.0599 0.2 0.2 1.1
H 1.1402 -1.1283 1.7307 0.0 -0.3 0.8
```
Positions in Å, forces in eV/Å.

Calculated values
SMILES string: NCCNCCN
Net charge: 0
Relative energy (zero: lowest compared OMol25 entry of this formula, charge and spin): 35.65 kcal per mole
Kohn-Sham gap: 9.65 eV
LUMO energy: 1.06 eV
HOMO level: -8.6 eV


(3)
Computed, not measured: C4H13N3 in the gas phase at a distorted geometry, with ωB97M-V/def2-TZVPD.

Geometry as XYZ:
```
20
Properties=species:S:1:pos:R:3:forces:R:3
N 1.3540 0.3140 -1.2108 0.0 0.1 -0.3
C 0.2345 -0.2099 -0.4087 -0.3 0.6 -0.2
C 0.4721 0.2232 1.0521 -1.0 -0.5 -0.1
C -0.1155 1.6023 1.4051 0.7 -0.3 0.2
N -1.5479 1.6829 1.1862 0.1 -0.6 -0.2
C 0.0381 -1.7099 -0.5252 0.6 0.1 2.0
N -0.3844 -2.1807 -1.8128 0.1 -0.5 -0.6
H 1.3284 1.3257 -1.1103 0.3 0.0 0.2
H 1.1426 0.2171 -2.1995 0.0 -0.3 -0.1
H -0.6968 0.2271 -0.7964 -0.2 0.0 0.3
H -0.0279 -0.4773 1.7322 -0.1 -0.1 -0.2
H 1.5340 0.1308 1.2816 0.1 0.3 -0.1
H 0.4391 2.3792 0.8622 0.0 0.1 0.2
H 0.0721 1.7112 2.4756 0.0 0.4 -0.1
H -2.0560 2.1967 1.8812 0.0 0.3 0.0
H -1.7725 1.9900 0.2554 -0.2 0.1 0.0
H -0.7174 -1.9237 0.2415 -0.3 -0.1 -0.5
H 0.9383 -2.1759 -0.0732 0.0 -0.1 -0.6
H -0.6291 -3.1697 -1.7759 -0.1 0.3 0.1
H 0.3944 -2.1533 -2.4606 0.0 0.1 -0.1
```
Positions in Å, forces in eV/Å.

Calculated values
SMILES string: NCC[C@@H](N)CN
Net charge: 0
Relative energy (zero: lowest compared OMol25 entry of this formula, charge and spin): 12.76 kcal per mole
Kohn-Sham gap: 10.21 eV
LUMO energy: 1.08 eV
HOMO level: -9.1 eV


(4)
Computed, not measured: C4H13N3 in the gas phase at a distorted geometry, with ωB97M-V/def2-TZVPD.

Geometry as XYZ:
```
20
Properties=species:S:1:pos:R:3:forces:R:3
C -0.0058 -0.4517 -0.1465 0.2 1.3 0.2
N 0.4934 0.4002 0.9640 0.5 -0.4 -0.2
C 1.7791 1.0018 0.6706 0.6 1.0 -0.8
N 2.9632 0.1416 0.8327 -0.9 0.0 0.2
C -1.3586 0.0549 -0.6677 0.1 -2.7 -0.4
C -1.7026 -0.7180 -1.9538 -0.1 0.2 -0.1
N -2.4257 -0.3279 0.2982 0.3 2.1 -0.3
H -0.0863 -1.4658 0.2448 -0.1 -0.2 -0.5
H 0.6858 -0.3769 -0.9913 0.2 -0.5 0.2
H 0.6862 -0.2061 1.7523 -0.3 0.1 0.2
H 1.9177 1.9434 1.2140 -0.2 -0.3 0.5
H 1.7922 1.3682 -0.3625 -0.3 -0.3 0.0
H 3.5846 0.2183 0.0445 0.2 0.0 0.1
H 3.4263 0.3828 1.6938 0.4 -0.1 -0.1
H -1.2422 1.0835 -1.0029 -0.5 0.4 0.9
H -2.5349 -0.2352 -2.4459 -0.2 0.3 -0.2
H -0.8695 -0.7343 -2.6591 0.0 -0.1 0.0
H -2.0700 -1.7278 -1.7616 0.4 -0.1 0.2
H -2.2261 -1.2813 0.5296 -0.1 -0.6 0.2
H -2.2685 0.2143 1.1448 -0.1 -0.1 0.1
```
Positions in Å, forces in eV/Å.

Calculated values
SMILES string: C[C@@H](N)CNCN
Net charge: 0
Relative energy (zero: lowest compared OMol25 entry of this formula, charge and spin): 21.28 kcal per mole
Kohn-Sham gap: 9.97 eV
LUMO energy: 1.03 eV
HOMO level: -8.9 eV


(5)
Computed, not measured: C4H13N3 in the gas phase at a distorted geometry, with ωB97M-V/def2-TZVPD.

Geometry as XYZ:
```
20
Properties=species:S:1:pos:R:3:forces:R:3
C -1.0344 0.0346 -0.9288 -0.1 -0.3 -0.5
N -1.4740 -0.5046 0.3639 0.6 0.0 0.0
C -1.3242 0.4117 1.4717 0.0 0.7 0.8
N -0.0086 0.3788 2.1223 0.2 -0.3 -0.5
C 0.2815 0.8281 -1.0056 -0.7 0.2 0.4
N 1.4931 0.1492 -0.5657 -0.4 -0.3 0.1
C 1.6922 -1.1412 -1.2314 0.9 1.0 -1.3
H -1.8501 0.6414 -1.3336 0.1 0.2 0.0
H -0.9531 -0.8137 -1.6122 -0.1 -0.1 0.0
H -0.8726 -1.2968 0.5689 -0.2 -0.1 0.1
H -1.4745 1.4394 1.1513 -0.1 0.1 -0.4
H -2.1078 0.2846 2.2229 -0.1 -0.5 -0.1
H 0.0598 -0.2256 2.9248 -0.1 0.1 0.1
H 0.3980 1.2829 2.3024 -0.1 0.0 0.1
H 0.3662 1.1922 -2.0289 0.2 -0.1 -0.2
H 0.1282 1.7251 -0.4006 0.4 0.1 0.1
H 1.3158 -0.0483 0.4174 0.3 0.2 0.0
H 1.2240 -1.9628 -0.7076 -0.1 -0.5 -0.1
H 1.3831 -1.0649 -2.2860 -0.7 -0.2 0.4
H 2.7574 -1.3102 -1.4453 0.0 -0.3 0.9
```
Positions in Å, forces in eV/Å.

Calculated values
SMILES string: CNCCNCN
Net charge: 0
Relative energy (zero: lowest compared OMol25 entry of this formula, charge and spin): 25.88 kcal per mole
Kohn-Sham gap: 9.37 eV
LUMO energy: 1.05 eV
HOMO level: -8.3 eV


(6)
Computed, not measured: C4H13N3 in the gas phase at a distorted geometry, with ωB97M-V/def2-TZVPD.

Geometry as XYZ:
```
20
Properties=species:S:1:pos:R:3:forces:R:3
C -1.2238 -1.0648 0.0864 0.9 0.0 -0.6
N 0.0979 -0.4822 0.2866 1.6 0.2 0.2
C 1.0448 -0.3576 -0.8678 -1.7 0.4 0.4
C 2.5161 -0.1673 -0.5037 -0.1 0.3 -1.3
N 2.6469 1.0404 0.3209 0.2 -1.1 0.7
C -2.3203 -0.2380 0.7454 -0.6 -0.1 0.3
N -2.6362 1.0683 0.1018 0.0 -1.2 -0.5
H -1.2016 -2.1342 0.3940 -0.3 0.6 0.2
H -1.3768 -1.0995 -1.0041 -0.5 0.1 0.1
H 0.1116 0.3531 0.8518 -0.4 0.0 0.0
H 0.7596 0.5481 -1.4252 0.0 0.0 -0.3
H 0.7520 -1.1932 -1.4855 0.7 -0.4 -0.4
H 2.9837 -1.0916 -0.1616 -0.1 0.3 1.0
H 3.1122 0.0311 -1.4062 -0.5 0.0 -0.2
H 2.0059 0.8604 1.0856 0.2 0.6 0.4
H 2.2890 1.8365 -0.1940 0.0 0.0 0.0
H -2.1143 -0.0095 1.7949 0.3 -0.3 0.0
H -3.2327 -0.8684 0.7591 0.3 0.5 0.0
H -1.7864 1.4269 -0.3257 0.1 0.1 0.2
H -3.1956 0.7866 -0.7006 -0.1 0.5 -0.1
```
Positions in Å, forces in eV/Å.

Calculated values
SMILES string: NCCNCCN
Net charge: 0
Relative energy (zero: lowest compared OMol25 entry of this formula, charge and spin): 29.28 kcal per mole
Kohn-Sham gap: 9.57 eV
LUMO energy: 0.98 eV
HOMO level: -8.6 eV


(7)
Computed, not measured: an isolated ion of composition C4H13N3 and charge +1 at a distorted geometry, with ωB97M-V/def2-TZVPD.

Geometry as XYZ:
```
20
Properties=species:S:1:pos:R:3:forces:R:3
N -1.0077 0.9316 -0.2492 1.7 -1.1 -1.6
C 0.0199 -0.0832 -0.3672 -1.2 0.7 1.2
C 0.9130 -0.2680 0.8331 0.9 -0.5 1.3
C 0.1469 0.0285 2.1529 0.6 0.1 -0.3
N -0.9441 -0.9129 2.2738 -2.1 0.7 0.7
C 0.8997 0.2178 -1.6855 1.6 -0.5 -2.5
N 0.2012 0.0310 -2.9373 -0.9 0.4 2.4
H -1.5763 0.8161 -1.0787 -0.9 0.4 0.4
H -0.6452 1.8846 -0.2227 -0.2 -0.1 0.5
H -0.4137 -1.0680 -0.5246 -0.5 0.3 -0.4
H 1.1256 -1.3417 0.8301 0.2 0.1 0.1
H 1.8918 0.2296 0.9248 -0.5 0.3 -0.7
H -0.0052 1.1288 2.1719 -0.6 -0.5 0.2
H 0.8088 -0.1883 2.9893 0.3 0.0 -0.1
H -1.3369 -0.9055 3.2209 1.0 -0.4 0.2
H -1.8268 -0.5783 1.8709 0.6 0.1 -0.9
H 1.7172 -0.4986 -1.6911 -0.1 -0.5 0.5
H 1.4454 1.1673 -1.6125 -0.9 0.2 0.1
H -0.1495 -0.9088 -3.1035 0.7 -0.3 -0.1
H -0.6498 0.5800 -2.9156 0.2 0.7 -0.9
```
Positions in Å, forces in eV/Å.

Calculated values
Spin multiplicity: 2
Net charge: +1
Relative energy (zero: lowest compared OMol25 entry of this formula, charge and spin): 27.87 kcal per mole
Kohn-Sham gap (alpha / beta): 10.30 / 4.86 eV
LUMO energy (alpha / beta): -3.19 / -8.57 eV
HOMO level (alpha / beta): -13.5 / -13.4 eV


(8)
Computed, not measured: a 2-piece molecular cluster, C4H13N3 overall at a distorted geometry, with ωB97M-V/def2-TZVPD.

Geometry as XYZ:
```
20
Properties=species:S:1:pos:R:3:forces:R:3
N -1.7227 -1.6891 -1.2877 0.6 0.7 0.0
C -2.5467 -0.8811 -0.5377 -0.9 -0.5 -1.0
N -3.6404 -0.4231 -1.0621 0.6 -1.3 1.8
H -0.8470 -2.1092 -0.9930 -0.6 0.4 0.1
H -2.0073 -1.8279 -2.2430 0.0 -0.1 0.0
H -2.2315 -0.7409 0.5045 -0.2 -0.3 0.0
H -4.3048 -0.3661 -0.2601 0.5 1.1 -0.8
C 1.1242 0.7980 -0.5903 -0.9 1.2 0.3
N 1.5707 0.9422 0.8778 2.1 -3.4 -3.8
C 1.6785 -0.4037 1.5097 -0.6 0.6 2.7
C 2.8035 1.6989 0.9605 0.0 1.8 1.1
H 0.0742 0.4701 -0.7421 0.7 -0.2 0.7
H 1.8144 0.1392 -1.1739 -0.3 0.3 1.0
H 1.1646 1.7965 -1.0307 0.2 -0.1 0.1
H 1.7799 -0.2494 2.6491 0.2 -0.2 -1.7
H 0.7510 -0.9722 1.3987 0.2 0.2 -0.4
H 2.5696 -0.9936 1.1498 -0.8 0.9 0.1
H 3.1697 1.6369 1.9824 0.1 0.0 0.0
H 2.6462 2.7775 0.7352 -0.1 -0.7 0.0
H 3.6105 1.3567 0.2736 -0.8 -0.3 0.1
```
Positions in Å, forces in eV/Å.

Calculated values
Spin multiplicity: 2
Net charge: +1
Relative energy (zero: lowest compared OMol25 entry of this formula, charge and spin): 41.15 kcal per mole
Kohn-Sham gap (alpha / beta): 8.66 / 3.45 eV
LUMO energy (alpha / beta): -3.10 / -8.31 eV
HOMO level (alpha / beta): -11.8 / -11.8 eV


(9)
Computed, not measured: a 2-piece molecular cluster, C4H13N3 overall at a distorted geometry, with ωB97M-V/def2-TZVPD.

Geometry as XYZ:
```
20
Properties=species:S:1:pos:R:3:forces:R:3
C -2.2965 0.0906 -0.1322 1.3 0.7 0.5
C -0.8685 -1.9424 0.0653 1.0 2.6 -1.2
C 2.3972 0.4278 -0.8698 2.2 -5.2 1.4
C 0.7185 0.8171 0.8150 -4.4 1.4 2.0
N -1.1792 -0.5518 -0.1818 0.8 0.8 0.1
N -2.4610 1.3900 -0.0304 1.2 0.3 -0.5
N 1.8773 0.1181 0.5144 2.1 0.0 -0.5
H -3.2055 -0.4329 -0.1386 -1.2 -1.3 0.0
H -0.8511 -2.0813 1.0897 -0.4 -1.2 1.9
H -1.4385 -2.4924 -0.6092 -1.8 -1.5 -0.5
H 0.0733 -2.1031 -0.4030 1.3 -0.3 0.0
H 1.6038 0.4170 -1.4813 -3.0 -1.1 -2.5
H 2.7530 1.3476 -1.0585 1.9 3.5 0.7
H 3.1690 -0.4066 -1.0430 -1.2 1.5 -0.3
H 0.2119 1.4094 0.0633 1.1 0.1 -0.3
H 0.1956 0.9731 1.8291 1.7 -0.8 -1.3
H -3.3979 1.6678 0.1015 -1.0 0.8 -0.1
H -1.7778 2.1068 -0.2962 -0.5 -0.5 0.4
H 2.7369 0.1137 1.0848 -0.3 1.5 1.0
H 1.7395 -0.8686 0.6808 -0.8 -1.2 -0.8
```
Positions in Å, forces in eV/Å.

Calculated values
Net charge: +2
Relative energy (zero: lowest compared OMol25 entry of this formula, charge and spin): 155.13 kcal per mole
Kohn-Sham gap (alpha / beta): 9.15 / 7.66 eV
LUMO energy (alpha / beta): -9.78 / -10.92 eV
HOMO level (alpha / beta): -18.9 / -18.6 eV


(10)
Computed, not measured: an isolated ion of composition C4H13N3 and charge +2 at a distorted geometry, with ωB97M-V/def2-TZVPD.

Geometry as XYZ:
```
20
Properties=species:S:1:pos:R:3:forces:R:3
C 1.3401 0.5629 -1.0855 -0.3 1.3 0.0
C 0.6231 0.8770 0.2377 0.6 -1.4 -0.6
C -0.0585 -0.4223 0.7036 -0.9 0.9 0.6
N -2.2893 -2.1070 1.6151 0.1 0.1 0.1
C -2.3440 -1.3770 0.5326 0.5 -0.4 0.6
N -1.3993 -0.5542 0.1152 -0.6 -0.5 -0.5
N 2.1985 1.7630 -1.5003 0.1 -0.9 0.9
H 0.6041 0.4113 -1.8732 0.3 -0.3 -0.2
H 2.0678 -0.2324 -1.0063 -0.2 -0.5 0.0
H -0.0929 1.6749 0.0860 -0.1 0.3 0.3
H 1.3742 1.1497 0.9753 -0.1 0.2 0.2
H 0.5602 -1.2989 0.5186 -0.1 -0.1 -0.2
H -0.2500 -0.3713 1.7703 0.4 0.1 0.3
H -3.1109 -2.6111 1.9229 0.1 -0.2 -0.2
H -1.5259 -2.0702 2.2755 0.0 0.0 0.0
H -3.2252 -1.5122 -0.0682 -0.4 0.4 -0.2
H -1.7681 0.0933 -0.5690 0.6 0.0 -0.3
H 2.6931 2.0612 -0.6548 0.0 0.4 -0.1
H 2.9274 1.4075 -2.1212 -0.1 0.5 -0.5
H 1.6757 2.5557 -1.8742 0.1 0.0 -0.3
```
Positions in Å, forces in eV/Å.

Calculated values
SMILES string: N/C=[NH+]\CCC[NH3+]
Net charge: +2
Relative energy (zero: lowest compared OMol25 entry of this formula, charge and spin): 5.32 kcal per mole
Kohn-Sham gap: 12.05 eV
LUMO energy: -6.59 eV
HOMO level: -18.6 eV


Look up the relative energy (zero: lowest compared OMol25 entry of this formula, charge and spin) of the fifth one.
25.88 kcal per mole


The lowest relative energy (zero: lowest compared OMol25 entry of this formula, charge and spin) belongs to which entry?
number 10


Which formula does entry 1 have?
C4H13N3


What is the net charge in the first record?
0